[1]
{
  "formula": "C4H12O3",
  "method": "ωB97M-V with the def2-TZVPD basis set",
  "species": ["C", "C", "C", "C", "O", "H", "H", "H", "H", "H", "H", "H", "H", "O", "H", "H", "O", "H", "H"],
  "positions_angstrom": [[1.6552, -0.1826, 2.0197], [1.4578, -0.8478, 0.6247], [0.5395, -0.4229, -0.3329], [0.2056, -1.3928, -1.4574], [0.7715, 0.9819, -0.5436], [2.4572, -0.6836, 2.4075], [0.7829, -0.2550, 2.6615], [1.9162, 0.8530, 1.9073], [2.2685, -1.4910, 0.2588], [1.0544, -1.5918, -2.0667], [-0.4598, -0.9068, -2.2213], [-0.2284, -2.3372, -1.1749], [1.4849, 1.3264, 0.0648], [-1.4198, 2.3135, 0.8114], [-0.8695, 1.9422, 0.1219], [-1.2929, 1.7166, 1.5190], [-3.4724, -0.0203, -1.7606], [-3.4768, 0.1165, -0.7411], [-3.3741, 0.8818, -2.0981]],
  "de_lowest_kcal_mol": 73.7,
  "gap_ev": 8.12,
  "lumo_energy_ev": 0.049,
  "smiles": "C/C=C(/C)O.O.O",
  "spin_multiplicity": 1,
  "e_homo_ev": -8.07,
  "fmax_ha_per_bohr": 0.103
}

***

[2]
{
  "formula": "C16H33I2N2O2",
  "method": "ωB97M-V with the def2-TZVPD basis set",
  "species": ["C", "C", "I", "C", "I", "C", "C", "C", "C", "C", "N", "O", "C", "C", "C", "C", "H", "H", "H", "H", "H", "H", "H", "H", "H", "H", "H", "H", "H", "H", "H", "H", "H", "H", "H", "H", "H", "H", "C", "C", "C", "O", "C", "N", "H", "H", "H", "H", "H", "H", "H", "H", "H", "H", "H"],
  "positions_angstrom": [[1.2940, -0.6326, 1.4428], [0.2254, 0.0916, 0.6358], [1.1143, 0.6535, -1.2456], [-0.9954, -0.8138, 0.4615], [-2.0847, -0.3995, -1.3417], [-1.8394, -0.9310, 1.7655], [-3.3235, -1.2949, 1.6371], [-4.4231, -0.2179, 1.7663], [-5.6190, -0.8944, 2.4527], [-4.9339, 0.3175, 0.4249], [-4.0317, 0.9173, 2.6633], [-4.8806, 1.8657, 2.6575], [-2.6187, 1.3887, 2.6865], [-2.2942, 2.2897, 1.5074], [-2.4596, 2.2006, 3.9777], [-1.7129, 0.1742, 2.8126], [1.7401, -1.4281, 0.8555], [0.8556, -1.0398, 2.3536], [2.0786, 0.0614, 1.7313], [-0.0299, 1.0435, 1.0765], [-0.5916, -1.8020, 0.2623], [-1.3994, -1.8015, 2.2523], [-3.5177, -1.8425, 0.7178], [-3.5030, -2.0086, 2.4400], [-6.3962, -0.1557, 2.6180], [-6.0055, -1.6822, 1.8096], [-5.3215, -1.3297, 3.4038], [-4.3124, 1.1052, 0.0128], [-4.9439, -0.5036, -0.2889], [-5.9517, 0.6734, 0.5359], [-2.3809, 1.8072, 0.5366], [-1.2633, 2.6279, 1.6163], [-2.9228, 3.1747, 1.5362], [-3.0049, 3.1353, 3.8996], [-1.4099, 2.3874, 4.1830], [-2.9001, 1.6496, 4.8062], [-1.9873, -0.2966, 3.7599], [-0.6916, 0.5175, 2.9466], [6.2856, -1.7784, -3.3127], [4.9366, -1.0933, -3.1203], [4.3398, -0.5158, -4.4089], [4.9373, 0.6841, -4.8551], [6.1224, 0.5334, -5.6098], [5.0526, -0.0936, -2.0568], [7.0918, -1.0522, -3.4174], [6.5174, -2.3941, -2.4445], [6.2846, -2.4201, -4.1959], [4.2271, -1.8522, -2.7747], [3.2942, -0.2622, -4.2138], [4.3516, -1.2638, -5.2139], [6.0834, -0.3649, -6.2341], [7.0112, 0.4875, -4.9753], [6.2087, 1.4055, -6.2567], [4.1287, 0.2745, -1.8501], [5.5697, 0.6982, -2.4291]],
  "gap_ev": [8.44, 8.69],
  "lumo_energy_ev": [0.094, 0.087],
  "spin_multiplicity": 2,
  "e_homo_ev": [-8.34, -8.60],
  "fmax_ha_per_bohr": 0.027
}

***

[3]
{
  "formula": "C11H44N22O11",
  "method": "ωB97M-V with the def2-TZVPD basis set",
  "species": ["N", "C", "N", "O", "H", "H", "H", "H", "N", "C", "N", "O", "H", "H", "H", "H", "N", "C", "N", "O", "H", "H", "H", "H", "N", "C", "N", "O", "H", "H", "H", "H", "N", "C", "N", "O", "H", "H", "H", "H", "N", "C", "N", "O", "H", "H", "H", "H", "N", "C", "N", "O", "H", "H", "H", "H", "N", "C", "N", "O", "H", "H", "H", "H", "N", "C", "N", "O", "H", "H", "H", "H", "N", "C", "N", "O", "H", "H", "H", "H", "N", "C", "N", "O", "H", "H", "H", "H"],
  "positions_angstrom": [[-36.3426, 32.8303, 12.0110], [-36.6358, 31.7731, 11.2509], [-37.5728, 31.9760, 10.3403], [-36.0204, 30.7702, 11.3932], [-35.5312, 32.7784, 12.6101], [-36.9374, 33.6210, 11.8081], [-37.9848, 32.8866, 10.1949], [-37.7094, 31.2196, 9.6851], [-38.5717, 25.2372, 4.2982], [-39.8785, 25.0094, 4.2225], [-40.5924, 26.1142, 4.3282], [-40.3961, 23.9642, 3.9107], [-38.1739, 26.1374, 4.5250], [-37.9668, 24.4533, 4.4974], [-40.1467, 27.0076, 4.4809], [-41.4423, 25.8699, 4.8161], [-36.7899, 28.8332, 3.2421], [-35.9135, 29.0980, 4.1882], [-36.4345, 29.5929, 5.2791], [-34.8107, 28.6655, 4.3158], [-36.4845, 28.2617, 2.4673], [-37.4948, 29.5363, 3.0718], [-35.8352, 29.6368, 6.0909], [-37.4287, 29.4850, 5.4201], [-39.7687, 32.4823, 1.9387], [-40.1631, 31.9672, 3.0916], [-40.1629, 32.9022, 3.9899], [-40.2689, 30.7959, 3.3007], [-39.7986, 33.4713, 1.7363], [-39.7800, 31.8079, 1.1869], [-40.3447, 33.8087, 3.5834], [-40.3115, 32.6962, 4.9675], [-32.5578, 24.5289, 3.3100], [-32.9046, 24.5735, 2.0114], [-32.3603, 23.5890, 1.4925], [-33.7194, 25.2949, 1.4789], [-32.9591, 25.1342, 4.0120], [-31.8373, 23.8865, 3.6072], [-31.7660, 22.9904, 2.0480], [-32.5816, 23.2092, 0.5832], [-36.9155, 25.4212, -2.5589], [-37.4218, 26.6463, -2.8034], [-38.1161, 26.7970, -3.8687], [-37.3193, 27.4647, -1.9835], [-36.9442, 24.6987, -3.2641], [-36.3516, 25.2965, -1.7303], [-38.1559, 25.9284, -4.3827], [-38.7683, 27.5662, -3.8123], [-43.4354, 28.9311, -1.2670], [-42.1097, 28.6971, -1.2285], [-41.7584, 28.1448, -0.1195], [-41.3921, 28.8946, -2.1657], [-43.7368, 29.1928, -2.1948], [-44.1360, 28.8248, -0.5474], [-40.8273, 27.8034, 0.0717], [-42.4876, 28.0114, 0.5665], [-28.0396, 28.4637, 2.3702], [-29.1948, 29.0278, 2.5637], [-29.9882, 28.3395, 3.4009], [-29.4804, 30.1298, 2.0603], [-27.4704, 28.9891, 1.7220], [-27.8888, 27.4779, 2.2103], [-30.9417, 28.6076, 3.2034], [-29.6159, 27.4516, 3.7064], [-32.9481, 33.5520, 2.0438], [-34.1231, 33.8112, 2.4932], [-35.0485, 32.9792, 2.0508], [-34.3059, 34.5661, 3.3846], [-32.2371, 34.2283, 2.2829], [-32.6771, 32.9124, 1.3106], [-34.7067, 32.0784, 1.7480], [-36.0256, 33.2095, 2.1621], [-41.2072, 28.0829, 9.5910], [-41.1546, 28.7984, 8.5735], [-42.3597, 29.1698, 8.1836], [-40.1589, 29.0104, 7.9043], [-40.3205, 28.1653, 10.0675], [-42.0045, 27.8014, 10.1434], [-42.5453, 29.5634, 7.2722], [-43.1056, 28.7843, 8.7449], [-29.6853, 32.1420, 6.8727], [-30.5263, 33.0187, 6.5086], [-31.4905, 32.3320, 5.9954], [-30.3970, 34.2075, 6.6174], [-30.2039, 31.3568, 7.2395], [-28.8022, 32.5146, 7.1913], [-32.3028, 32.7492, 5.5640], [-31.2345, 31.4306, 5.6185]],
  "de_lowest_kcal_mol": 213.4,
  "gap_ev": 9.30,
  "lumo_energy_ev": 0.225,
  "smiles": "NC(N)=O.NC(N)=O.NC(N)=O.NC(N)=O.NC(N)=O.NC(N)=O.NC(N)=O.NC(N)=O.NC(N)=O.NC(N)=O.NC(N)=O",
  "spin_multiplicity": 1,
  "e_homo_ev": -9.08,
  "fmax_ha_per_bohr": 0.198
}

***

[4]
{
  "formula": "C15H22N2O5S",
  "method": "ωB97M-V with the def2-TZVPD basis set",
  "species": ["C", "O", "C", "O", "C", "C", "C", "S", "C", "N", "C", "O", "N", "C", "C", "C", "C", "O", "C", "C", "O", "C", "C", "H", "H", "H", "H", "H", "H", "H", "H", "H", "H", "H", "H", "H", "H", "H", "H", "H", "H", "H", "H", "H", "H"],
  "positions_angstrom": [[-2.6548, -3.8544, 0.4290], [-2.8097, -2.4398, 0.3726], [-1.7225, -1.7365, 0.0707], [-0.6371, -2.2229, -0.1268], [-2.0109, -0.2465, -0.0212], [-2.7717, 0.0569, -1.3313], [-4.2711, -0.2114, -1.2370], [-5.2579, 1.2916, -0.9197], [-4.8320, 1.6622, 0.8057], [-0.7653, 0.4699, 0.0411], [-0.5992, 1.5238, 0.8859], [-1.5308, 2.0542, 1.4627], [0.6792, 1.9981, 1.0143], [1.8836, 1.4421, 0.5559], [2.8727, 2.2695, 0.0542], [4.0758, 1.7347, -0.3867], [4.3064, 0.3718, -0.3429], [5.4432, -0.2506, -0.7637], [6.4787, 0.5398, -1.2894], [3.3076, -0.4773, 0.1892], [3.6116, -1.7980, 0.2180], [2.6590, -2.6962, 0.7404], [2.1204, 0.0673, 0.6450], [-3.6364, -4.2575, 0.6626], [-1.9341, -4.1242, 1.2029], [-2.3011, -4.2340, -0.5312], [-2.6133, 0.0661, 0.8370], [-2.6100, 1.1104, -1.5682], [-2.3327, -0.5331, -2.1399], [-4.5021, -0.9406, -0.4616], [-4.6578, -0.5755, -2.1880], [-3.7961, 1.9792, 0.8914], [-5.4870, 2.4737, 1.1061], [-5.0306, 0.7859, 1.4171], [0.0282, 0.0585, -0.4256], [0.7340, 2.9131, 1.4381], [2.7112, 3.3353, 0.0042], [4.8275, 2.4042, -0.7721], [7.2728, -0.1563, -1.5547], [6.8572, 1.2543, -0.5504], [6.1589, 1.0814, -2.1862], [2.4795, -2.5110, 1.8049], [1.7103, -2.6476, 0.1985], [3.0967, -3.6855, 0.6182], [1.3776, -0.5676, 1.0988]],
  "de_lowest_kcal_mol": 14.2,
  "gap_ev": 8.49,
  "lumo_energy_ev": 0.627,
  "smiles": "COC(=O)[C@H](CCSC)NC(=O)Nc1ccc(OC)c(OC)c1",
  "spin_multiplicity": 1,
  "e_homo_ev": -7.86,
  "fmax_ha_per_bohr": 0.012
}

***

[5]
{
  "formula": "C21H25FN4O4S",
  "method": "ωB97M-V with the def2-TZVPD basis set",
  "species": ["C", "N", "C", "C", "O", "N", "C", "C", "C", "C", "S", "O", "O", "N", "C", "C", "C", "C", "C", "C", "C", "C", "O", "N", "C", "C", "C", "C", "C", "F", "C", "H", "H", "H", "H", "H", "H", "H", "H", "H", "H", "H", "H", "H", "H", "H", "H", "H", "H", "H", "H", "H", "H", "H", "H", "H"],
  "positions_angstrom": [[2.6968, -5.8171, 1.0757], [1.8929, -4.6913, 0.6435], [1.9323, -4.5261, -0.7986], [1.2109, -3.2500, -1.2114], [0.3240, -3.2436, -2.0369], [1.6682, -2.1596, -0.5392], [1.0861, -0.8881, -0.5483], [0.3761, -0.4224, -1.6545], [-0.2405, 0.8123, -1.5982], [-0.1458, 1.5758, -0.4514], [-1.0107, 3.1367, -0.4124], [-2.2988, 2.9761, -1.0236], [-0.9615, 3.6716, 0.9199], [-0.0539, 4.0169, -1.4951], [1.1305, 4.5575, -0.8558], [0.7299, 5.9377, -0.3021], [-0.5574, 6.3018, -1.0627], [-0.7352, 5.1607, -2.0751], [0.5847, 1.1402, 0.6377], [1.2116, -0.0904, 0.5886], [0.5208, -4.7425, 1.1372], [0.0578, -3.3336, 1.5200], [0.6651, -2.6821, 2.3410], [-1.0644, -2.9090, 0.8799], [-1.6941, -1.6630, 1.0339], [-2.4743, -1.1783, -0.0131], [-3.1069, 0.0459, 0.0966], [-2.9838, 0.8041, 1.2483], [-2.2169, 0.2983, 2.2802], [-2.0898, 1.0082, 3.4179], [-1.5700, -0.9209, 2.2017], [2.3242, -6.7802, 0.6981], [3.7169, -5.6770, 0.7211], [2.7124, -5.8429, 2.1634], [1.4653, -5.3689, -1.3372], [2.9777, -4.4533, -1.1126], [2.2733, -2.3601, 0.2494], [0.2910, -1.0372, -2.5343], [-0.8152, 1.1919, -2.4268], [1.9125, 4.6456, -1.6157], [1.4637, 3.8693, -0.0806], [0.5306, 5.8623, 0.7647], [1.5219, 6.6677, -0.4619], [-1.4050, 6.3182, -0.3792], [-0.4879, 7.2687, -1.5579], [-0.2498, 5.3937, -3.0274], [-1.7747, 4.8928, -2.2525], [0.6290, 1.7585, 1.5204], [1.7578, -0.4602, 1.4428], [0.5047, -5.3255, 2.0613], [-0.1641, -5.2146, 0.4170], [-1.3833, -3.4416, 0.0815], [-2.5672, -1.7594, -0.9187], [-3.6907, 0.4278, -0.7250], [-3.4526, 1.7689, 1.3392], [-0.9741, -1.2704, 3.0270]],
  "de_lowest_kcal_mol": 5.8,
  "gap_ev": 8.90,
  "lumo_energy_ev": 0.470,
  "smiles": "CN(CC(=O)Nc1ccc(S(=O)(=O)N2CCCC2)cc1)CC(=O)Nc1cccc(F)c1",
  "spin_multiplicity": 1,
  "e_homo_ev": -8.43,
  "fmax_ha_per_bohr": 0.022
}